Entry 1:
Here is C48H63F40IInO5 as an isolated structure from the OMol25 dataset. Energies are from ωB97M-V/def2-TZVPD.

Properties
LUMO level = 0.054 hartree
Frontier orbital gap = 5.88 eV
HOMO level = -4.41 eV

Structure (ORCA input):
```
! RIJCOSX wB97M-V def2-TZVPD def2/J DEFGRID3
* xyz -1 1
C 0.49 -5.74 -2.87
C -0.39 -6.25 -2.21
C -1.44 -6.81 -1.37
In -1.80 -5.49 0.41
C -2.28 -3.39 -0.24
C -1.58 -3.12 -1.50
C -0.39 -2.49 -1.58
C 0.07 -5.46 1.60
C 1.03 -6.57 1.14
C 2.54 -6.31 1.30
C 3.16 -5.56 0.12
C 2.72 -4.12 -0.14
C 3.39 -3.08 0.77
C 2.76 -2.92 2.16
C 1.82 -1.71 2.31
C 0.99 -1.80 3.61
C -0.50 -1.51 3.43
C -0.77 -0.10 2.84
C -1.68 -0.15 1.61
C -2.21 1.23 1.18
C -3.68 1.50 1.56
C -3.44 -6.23 1.75
C -4.87 -6.32 1.20
C -5.03 -6.06 -0.29
I -6.19 -4.94 2.24
H 1.28 -5.26 -3.40
H -1.08 -7.79 -1.04
H -2.32 -6.97 -1.99
H -1.91 -2.71 0.52
H -3.37 -3.26 -0.33
H -2.06 -3.43 -2.43
H -0.15 -1.69 -0.89
H 0.36 -2.76 -2.32
H 0.49 -4.46 1.48
H -0.19 -5.59 2.66
H 0.79 -7.46 1.74
H 0.87 -6.86 0.10
H 3.03 -7.29 1.34
H 2.77 -5.84 2.26
H 4.25 -5.52 0.31
H 3.05 -6.17 -0.78
H 1.63 -4.01 -0.14
H 3.03 -3.87 -1.16
H 4.45 -3.35 0.89
H 3.35 -2.11 0.26
H 2.21 -3.81 2.46
H 3.56 -2.79 2.90
H 1.14 -1.63 1.45
H 2.43 -0.81 2.38
H 1.38 -1.10 4.36
H 1.09 -2.80 4.05
H -1.00 -1.56 4.40
H -0.96 -2.27 2.79
H 0.17 0.37 2.54
H -1.25 0.54 3.58
H -1.13 -0.59 0.77
H -2.51 -0.82 1.80
H -1.56 2.00 1.63
H -2.09 1.33 0.10
H -4.09 0.68 2.15
H -3.78 2.45 2.09
H -4.29 1.56 0.66
H -3.42 -5.53 2.59
H -3.12 -7.20 2.15
H -5.26 -7.32 1.41
H -5.01 -4.99 -0.51
H -4.29 -6.61 -0.86
H -6.02 -6.41 -0.62
C 5.34 -0.42 3.13
C 5.64 0.09 1.71
C 6.60 -0.73 0.85
F 7.83 -0.77 1.41
F 6.71 -0.14 -0.36
F 6.05 1.38 1.76
F 4.45 0.06 1.04
O 6.04 0.20 4.20
C 7.26 -0.23 4.62
C 8.33 0.85 4.48
F 8.47 1.21 3.19
F 9.51 0.36 4.92
F 7.63 -1.38 4.04
F 7.15 -0.49 5.96
H 4.30 -0.15 3.31
H 5.39 -1.51 3.18
H 6.22 -1.75 0.72
H 8.06 1.73 5.07
C -5.44 4.77 -2.65
C -5.39 3.50 -1.79
C -6.25 2.31 -2.22
F -7.57 2.61 -2.19
F -6.02 1.30 -1.36
F -5.64 3.81 -0.50
F -4.11 3.04 -1.86
O -6.25 5.84 -2.19
C -7.57 5.94 -2.52
C -8.47 5.90 -1.28
F -8.31 4.73 -0.62
F -9.76 6.00 -1.66
F -7.95 5.02 -3.43
F -7.76 7.16 -3.08
H -4.43 5.17 -2.60
H -5.62 4.54 -3.70
H -5.98 1.98 -3.23
H -8.22 6.73 -0.61
C 0.23 4.86 -4.15
C -1.24 4.47 -3.90
C -1.87 3.43 -4.82
F -1.91 3.87 -6.10
F -3.14 3.20 -4.43
F -2.02 5.58 -3.87
F -1.27 3.92 -2.65
O 0.46 6.06 -4.86
C 0.53 6.11 -6.23
C -0.56 7.01 -6.82
F -1.79 6.56 -6.50
F -0.45 7.01 -8.17
F 0.50 4.88 -6.78
F 1.71 6.67 -6.56
H 0.63 5.06 -3.16
H 0.80 4.03 -4.56
H -1.32 2.48 -4.78
H -0.44 8.03 -6.44
C -5.33 3.37 -9.07
C -5.28 2.34 -7.93
C -3.94 1.65 -7.66
F -3.55 0.91 -8.72
F -4.10 0.82 -6.60
F -6.25 1.43 -8.10
F -5.56 3.04 -6.78
O -5.86 2.94 -10.31
C -5.09 2.36 -11.27
C -5.56 0.94 -11.59
F -5.48 0.16 -10.50
F -4.76 0.42 -12.55
F -3.78 2.40 -10.98
F -5.26 3.09 -12.41
H -6.03 4.13 -8.72
H -4.37 3.88 -9.19
H -3.17 2.38 -7.42
H -6.60 0.96 -11.95
C 6.70 2.62 10.55
C 6.79 1.96 11.94
C 8.13 2.03 12.68
F 9.09 1.38 12.00
F 7.99 1.43 13.88
F 6.37 0.68 11.87
F 5.91 2.64 12.73
O 6.80 1.77 9.42
C 8.00 1.45 8.86
C 8.25 -0.06 8.90
F 8.28 -0.49 10.17
F 9.46 -0.32 8.34
F 9.02 2.14 9.40
F 7.94 1.81 7.55
H 5.69 3.01 10.50
H 7.37 3.48 10.48
H 8.43 3.07 12.83
H 7.48 -0.60 8.35
*
```

=====

Entry 2:
Here is C48H63MgN4O7S2Si2 as an isolated structure from the OMol25 dataset. Energies are from ωB97M-V/def2-TZVPD.

Properties
Energy above the lowest of the compared OMol25 structures with the same formula, charge and spin = 62.5 kJ/mol
LUMO level (spin up / spin down) = 0.143 / 0.142 hartree
Frontier orbital gap (spin up / spin down) = 3.24 / 5.81 eV
HOMO level (spin up / spin down) = 0.64 / -1.94 eV
⟨S²⟩ = 0.77

Structure (ORCA input):
```
! RIJCOSX wB97M-V def2-TZVPD def2/J DEFGRID3
* xyz -2 2
Mg -0.17 0.26 0.54
C -6.12 -0.95 5.60
C -4.89 -0.33 4.98
C -3.72 -1.05 4.82
C -2.58 -0.46 4.29
C -2.61 0.87 3.89
C -3.78 1.60 4.06
C -4.91 1.01 4.59
S -1.09 1.62 3.29
O -1.11 2.97 3.82
O -0.08 0.74 3.80
N -1.12 1.58 1.70
C -1.73 2.59 0.93
C -2.66 3.53 1.41
C -3.29 4.41 0.54
C -3.04 4.38 -0.82
C -2.09 3.48 -1.34
C -1.76 3.40 -2.72
C -0.75 2.53 -3.13
C -0.08 1.77 -2.20
N -0.39 1.79 -0.88
C -1.39 2.61 -0.45
H -5.93 -1.98 5.91
H -6.95 -0.96 4.89
H -6.44 -0.39 6.48
H -3.68 -2.09 5.15
H -1.65 -1.00 4.22
H -3.79 2.65 3.78
H -5.81 1.59 4.72
H -2.85 3.59 2.46
H -4.00 5.13 0.94
H -3.57 5.04 -1.50
H -2.30 4.02 -3.44
H -0.48 2.45 -4.18
H 0.74 1.12 -2.49
C 3.12 1.60 3.36
Si 2.83 0.92 1.60
C 2.43 2.43 0.55
C 4.56 0.32 1.06
N 1.58 -0.24 1.41
C 1.47 -1.33 2.20
C 2.49 -1.85 3.03
C 2.29 -2.95 3.85
C 1.06 -3.58 3.92
C 0.02 -3.09 3.14
C 0.23 -2.02 2.28
O -0.81 -1.42 1.55
C -2.03 -2.03 1.35
C -2.15 -3.38 1.04
C -3.42 -3.93 0.83
C -4.55 -3.13 0.88
C -4.41 -1.77 1.13
C -3.16 -1.23 1.37
H 4.00 2.26 3.38
H 3.29 0.78 4.08
H 2.25 2.15 3.70
H 3.23 3.17 0.63
H 1.50 2.90 0.86
H 2.34 2.14 -0.50
H 5.33 1.01 1.42
H 4.61 0.29 -0.03
H 4.80 -0.68 1.43
H 3.44 -1.35 3.03
H 3.12 -3.30 4.46
H 0.89 -4.42 4.59
H -0.96 -3.54 3.22
H -1.27 -4.00 0.93
H -3.51 -4.98 0.61
H -5.53 -3.57 0.71
H -5.28 -1.12 1.14
H -3.03 -0.17 1.54
C 7.10 -2.19 -4.20
C 5.82 -2.24 -3.36
C 6.18 -1.99 -1.89
C 5.18 -3.63 -3.51
O 4.96 -1.25 -3.90
Si 3.63 -0.46 -3.24
S 2.48 -1.62 -2.04
O 4.19 0.90 -2.47
C 4.80 2.08 -2.98
C 5.64 2.65 -1.84
C 5.71 1.79 -4.18
C 3.72 3.08 -3.39
O 2.93 0.19 -4.60
C 2.29 -0.38 -5.73
C 1.28 -1.45 -5.33
C 3.34 -0.99 -6.67
C 1.57 0.77 -6.42
H 7.76 -3.02 -3.95
H 7.63 -1.25 -4.02
H 6.85 -2.24 -5.26
H 6.94 -2.70 -1.57
H 5.30 -2.09 -1.27
H 6.57 -0.97 -1.77
H 5.82 -4.40 -3.08
H 5.01 -3.85 -4.57
H 4.22 -3.62 -2.99
H 6.43 1.94 -1.57
H 5.02 2.81 -0.96
H 6.10 3.60 -2.13
H 6.44 1.03 -3.91
H 6.24 2.70 -4.48
H 5.12 1.42 -5.01
H 3.12 3.37 -2.53
H 3.06 2.61 -4.11
H 4.17 3.97 -3.83
H 1.78 -2.30 -4.87
H 0.72 -1.78 -6.22
H 0.58 -1.05 -4.59
H 3.97 -1.67 -6.10
H 3.98 -0.20 -7.09
H 2.86 -1.53 -7.49
H 0.81 1.17 -5.75
H 1.09 0.44 -7.35
H 2.28 1.57 -6.66
O -1.49 -0.53 -0.83
N -1.55 -1.43 -1.74
C -2.50 -1.32 -2.70
C -2.61 -2.25 -3.70
C -1.74 -3.33 -3.74
C -0.78 -3.43 -2.75
C -0.71 -2.48 -1.75
H -3.14 -0.45 -2.60
H -3.38 -2.13 -4.44
H -1.80 -4.07 -4.53
H -0.07 -4.24 -2.73
H 0.04 -2.49 -0.97
*
```

=====

Entry 3:
Here is a 11-piece molecular cluster, C48H64IN11O2 overall from the OMol25 dataset. Energies are from ωB97M-V/def2-TZVPD.

Properties
Energy above the lowest of the compared OMol25 structures with the same formula, charge and spin = 0.0 kJ/mol
LUMO level = 0.001 hartree
Frontier orbital gap = 8.13 eV
HOMO level = -8.11 eV

Structure (ORCA input):
```
! RIJCOSX wB97M-V def2-TZVPD def2/J DEFGRID3
* xyz 0 1
C -1.35 -3.20 -4.48
C -0.63 -2.66 -3.22
C 0.56 -1.76 -3.60
C 1.20 -1.07 -2.40
O 2.61 -0.85 -2.53
C 2.96 -0.25 -3.75
C 2.29 1.06 -4.20
C 3.15 1.27 -5.46
I 3.06 3.20 -6.32
C 4.55 0.87 -4.98
O 5.60 1.03 -5.55
N 4.37 0.22 -3.76
H -1.11 -2.61 -5.36
H -1.03 -4.23 -4.67
H -2.44 -3.22 -4.35
H -1.32 -2.11 -2.57
H -0.25 -3.51 -2.63
H 1.32 -2.39 -4.08
H 0.23 -1.03 -4.36
H 0.71 -0.10 -2.20
H 1.07 -1.69 -1.51
H 2.87 -0.99 -4.56
H 1.21 1.03 -4.34
H 2.59 1.84 -3.48
H 2.81 0.56 -6.23
H 5.09 -0.45 -3.52
N 3.06 1.13 -0.34
C 1.96 1.93 -0.27
C 1.95 2.55 0.95
C 3.10 2.11 1.65
C 3.77 1.24 0.83
H 3.31 0.54 -1.12
H 1.26 1.98 -1.10
H 1.20 3.24 1.30
H 3.41 2.40 2.64
H 4.68 0.69 0.97
N -2.15 -6.77 -2.74
C -1.31 -7.03 -1.68
C -1.75 -6.28 -0.63
C -2.89 -5.55 -1.05
C -3.11 -5.87 -2.36
H -2.05 -7.17 -3.65
H -0.48 -7.71 -1.78
H -1.30 -6.25 0.35
H -3.47 -4.86 -0.47
H -3.86 -5.54 -3.07
N -0.21 -3.15 0.40
C -1.08 -2.19 0.85
C -0.36 -1.24 1.51
C 1.01 -1.63 1.47
C 1.07 -2.82 0.78
H -0.47 -3.97 -0.12
H -2.14 -2.28 0.66
H -0.76 -0.35 1.98
H 1.84 -1.11 1.89
H 1.90 -3.44 0.52
N -1.63 3.80 2.16
C -2.75 4.58 2.23
C -2.75 5.21 3.45
C -1.58 4.79 4.14
C -0.90 3.93 3.31
H -1.37 3.22 1.38
H -3.46 4.62 1.42
H -3.51 5.89 3.81
H -1.27 5.09 5.12
H 0.02 3.39 3.45
N -0.76 2.96 -3.13
C -0.61 2.86 -4.48
C -1.62 2.07 -4.96
C -2.41 1.67 -3.84
C -1.85 2.24 -2.72
H -0.16 3.50 -2.52
H 0.21 3.35 -4.98
H -1.78 1.80 -5.99
H -3.29 1.05 -3.85
H -2.15 2.20 -1.69
N -6.38 -4.29 -1.25
C -6.40 -5.32 -0.35
C -7.47 -5.12 0.48
C -8.12 -3.93 0.06
C -7.42 -3.44 -1.01
H -5.70 -4.17 -1.98
H -5.66 -6.10 -0.38
H -7.76 -5.76 1.30
H -9.00 -3.48 0.50
H -7.58 -2.56 -1.61
N -0.16 4.29 7.68
C -0.08 3.15 8.43
C -1.16 3.12 9.27
C -1.92 4.29 9.02
C -1.28 4.99 8.03
H 0.50 4.56 6.98
H 0.73 2.45 8.31
H -1.38 2.35 9.99
H -2.84 4.59 9.50
H -1.53 5.92 7.55
N 6.46 5.37 -3.35
C 6.59 6.54 -2.65
C 5.86 6.41 -1.49
C 5.28 5.12 -1.49
C 5.66 4.50 -2.65
H 6.87 5.18 -4.24
H 7.18 7.35 -3.03
H 5.77 7.16 -0.73
H 4.64 4.69 -0.74
H 5.44 3.52 -3.04
N -1.68 -10.18 -4.37
C -2.05 -10.22 -3.05
C -1.42 -11.28 -2.47
C -0.63 -11.91 -3.47
C -0.81 -11.21 -4.63
H -2.00 -9.52 -5.05
H -2.74 -9.49 -2.64
H -1.51 -11.58 -1.43
H 0.00 -12.78 -3.34
H -0.40 -11.36 -5.61
N 1.30 7.16 8.88
C 2.59 7.12 8.43
C 3.30 8.08 9.08
C 2.41 8.73 9.98
C 1.18 8.14 9.83
H 0.56 6.55 8.57
H 2.90 6.41 7.68
H 4.35 8.30 8.94
H 2.63 9.54 10.65
H 0.24 8.32 10.31
*
```

=====

no.,calculated total energy (eV)
1,-183007.1289
2,-113972.3452
3,-79398.5735